Here is an isolated molecule of C5H7N3 from the OMol25 dataset. Energies are from ωB97M-V/def2-TZVPD.

Atoms and positions in Å:
C: -0.69723 -1.67127 -1.75300
C: 0.14861 -1.71544 -0.77444
C: 0.98118 -1.73133 0.23588
N: 0.76511 -1.24252 1.50238
C: 0.27354 -0.12798 1.85568
C: -0.09274 1.06716 1.12314
N: 0.23513 1.29322 -0.08845
N: -0.05718 2.45899 -0.64982
H: -1.49897 -2.38399 -1.87155
H: -0.61616 -0.90384 -2.51040
H: 1.88817 -2.32522 0.17637
H: 0.10346 -0.03374 2.92523
H: -0.65804 1.81701 1.69484
H: -0.75863 3.04962 -0.20977
H: -0.01625 2.44931 -1.65610

The lowest unoccupied orbital energy (alpha / beta) is 0.33 / 0.33 eV. Its HOMO energy (alpha / beta) is -8.09 / -8.09 eV. The charge is 0. The SMILES is C=C=C/N=C\C=N\N. The energy above the lowest of the compared OMol25 structures with the same formula, charge and spin is 4.4529 eV. The frontier orbital gap (alpha / beta) is 8.416 / 8.416 eV.

Here is a structure of composition C22H44BiN3OP3S from the OMol25 dataset. Energies are from ωB97M-V/def2-TZVPD.

Atoms and positions in Å:
Bi: 0.14143 -0.08592 0.14062
P: 1.91893 -2.06668 1.26058
P: -1.71455 -1.42364 1.88015
P: 2.01906 0.65231 -1.76692
H: -3.06195 2.56668 3.08609
C: -2.80980 3.31075 2.32370
C: -3.41022 3.33464 1.12447
H: -4.20819 2.62842 0.86902
C: 2.74897 -1.32721 2.70933
C: 1.41816 -3.71653 1.87794
C: 3.31290 -2.43187 0.13394
C: -3.33757 -0.59257 1.85753
C: -2.13675 -3.14185 1.41341
C: -1.30309 -1.53929 3.66030
C: 1.35852 1.99588 -2.80440
C: 2.36260 -0.69551 -2.95666
C: 3.64716 1.27711 -1.21252
H: -2.06317 4.06665 2.60034
H: -3.16464 4.09440 0.37679
H: 3.53603 -2.01490 3.05026
H: 2.02716 -1.16319 3.52260
H: 3.19664 -0.35998 2.44007
H: 2.32819 -4.26013 2.16335
H: 0.89253 -4.29538 1.10743
H: 0.76360 -3.63464 2.75546
H: 4.01937 -3.08064 0.66722
H: 3.83031 -1.51116 -0.16832
H: 2.98082 -2.95161 -0.77568
H: -3.95399 -1.00086 2.67129
H: -3.83346 -0.78942 0.89715
H: -3.23228 0.49290 1.98651
H: -2.89450 -3.52199 2.11249
H: -1.25607 -3.79600 1.44628
H: -2.54473 -3.16424 0.39409
H: -2.16175 -1.96369 4.19908
H: -1.09614 -0.53230 4.04706
H: -0.41869 -2.16804 3.83038
H: 2.16005 2.33029 -3.48026
H: 1.03159 2.83723 -2.17616
H: 0.50435 1.62731 -3.39094
H: 2.92476 -0.28131 -3.80003
H: 1.42326 -1.12721 -3.32296
H: 2.94913 -1.49050 -2.47936
H: 4.03006 1.96738 -1.97634
H: 4.35310 0.45170 -1.07437
H: 3.52927 1.81951 -0.26440
C: 0.84443 3.83853 1.21267
C: 1.98674 4.54320 1.66996
C: 2.01337 5.93446 1.65567
C: 0.93617 6.65721 1.13412
C: -0.14259 5.97373 0.56960
C: -0.17939 4.57603 0.57192
S: 0.80439 2.15347 1.60565
H: -0.41218 1.67598 0.25713
H: 2.81425 3.95410 2.06989
H: 2.88577 6.44815 2.06428
H: 0.94985 7.74290 1.17065
H: -0.97075 6.53379 0.13568
H: -1.01881 4.03915 0.12204
C: -3.31162 -0.75929 -3.77339
N: -2.38364 -1.72854 -3.19313
C: -2.37408 -3.02777 -3.61171
C: -1.49818 -3.90825 -3.04522
C: -0.59794 -3.41652 -2.07642
N: -0.65003 -2.14831 -1.63202
C: -1.54993 -1.29316 -2.18795
O: -1.64095 -0.08661 -1.80304
N: 0.34174 -4.22793 -1.53714
H: -4.00077 -0.38096 -3.01158
H: -3.87051 -1.26630 -4.55950
H: -2.76223 0.08689 -4.19796
H: -3.09695 -3.25464 -4.39246
H: -1.46018 -4.95259 -3.32930
H: 0.44576 -5.17706 -1.88236
H: 1.09193 -3.85458 -0.96165

The lowest unoccupied orbital energy (alpha / beta) is -10.99 / -10.99 eV. Its HOMO energy (alpha / beta) is -16.03 / -16.03 eV. The charge is +3. The energy above the lowest of the compared OMol25 structures with the same formula, charge and spin is 2.0498 eV. The frontier orbital gap (alpha / beta) is 5.041 / 5.041 eV.

Here is a cluster of 5 separate species, C27H66IN5O8P in total from the OMol25 dataset. Energies are from ωB97M-V/def2-TZVPD.

Atoms and positions in Å:
C: 1.79147 2.44057 0.26928
C: 1.70089 2.23784 -1.37129
C: 0.33335 3.00529 -1.85862
O: -0.30006 2.44591 -3.06069
P: -1.47735 1.21118 -2.67512
I: -2.68496 0.78339 -4.83173
C: -0.50316 -0.42731 -2.30608
C: -1.50550 -1.71876 -2.37668
C: -1.40627 -2.76293 -1.12088
C: -1.20560 -2.08041 0.35361
O: -2.21336 -2.59470 1.29773
C: -1.73102 -2.44215 2.71014
O: -2.66227 -2.08976 3.61334
C: -2.72767 1.68880 -1.31755
C: -3.78825 0.51686 -0.88895
C: -4.95106 0.18687 -1.99757
N: -5.25719 -1.30225 -2.26286
O: -5.57689 1.17555 -2.65138
H: 1.25388 3.46060 0.52524
H: 2.94024 2.56476 0.56019
H: 1.27624 1.58269 0.87923
H: 1.75161 1.10836 -1.70516
H: 2.67231 2.76829 -1.81136
H: -0.36584 3.11592 -0.92752
H: 0.66567 4.11513 -2.14704
H: 0.16636 -0.35756 -1.34969
H: 0.25471 -0.53121 -3.22271
H: -2.62020 -1.35115 -2.59578
H: -1.20899 -2.34314 -3.35052
H: -0.60699 -3.62410 -1.32914
H: -2.45326 -3.33557 -1.08059
H: -1.21410 -0.89590 0.35333
H: -0.11481 -2.38837 0.72480
H: -0.60828 -2.58553 3.02283
H: -3.32840 2.67004 -1.63081
H: -2.13682 1.98649 -0.33304
H: -3.31002 -0.50321 -0.57325
H: -4.36154 0.92585 0.07511
H: -4.73542 -1.58923 -3.13226
H: -4.87129 -1.89687 -1.48479
C: -6.31659 -5.07210 0.99228
C: -6.53558 -3.56193 1.00223
C: -7.88295 -3.13914 1.62933
O: -9.01462 -3.33062 0.77437
C: -9.53585 -4.65179 0.78029
N: -6.39287 -3.04955 -0.36854
H: -6.91280 -5.58015 0.22976
H: -5.26735 -5.30260 0.77861
H: -6.55948 -5.51073 1.96590
H: -5.73778 -3.12524 1.61595
H: -7.84119 -2.05956 1.81986
H: -8.04476 -3.61782 2.60246
H: -9.45484 -5.12473 1.76347
H: -9.03267 -5.25441 0.02255
H: -10.59359 -4.59881 0.50826
H: -6.44962 -2.03069 -0.34297
H: -7.23464 -3.32396 -0.88354
C: 7.31244 4.47576 4.23875
C: 6.06859 3.59570 4.15510
C: 5.99722 2.75155 2.86292
O: 5.59531 3.48656 1.70251
C: 6.64762 4.19710 1.06613
N: 4.87503 4.43906 4.31647
H: 7.25563 5.35023 3.58524
H: 7.44412 4.85168 5.25907
H: 8.21256 3.90974 3.97655
H: 6.11130 2.89723 5.00018
H: 5.22511 1.98509 3.00412
H: 6.93487 2.21406 2.67789
H: 7.60136 3.66424 1.12362
H: 6.73915 5.19442 1.49912
H: 6.38322 4.31992 0.01226
H: 4.05227 3.83589 4.35100
H: 4.75318 4.96147 3.44392
C: 3.41496 -5.06981 5.99142
C: 2.35874 -5.92029 5.29159
C: 2.29477 -5.68974 3.76510
O: 1.62606 -4.48422 3.38057
C: 2.44188 -3.32248 3.42527
N: 1.05524 -5.68317 5.92920
H: 3.11665 -4.02274 6.08978
H: 3.59378 -5.44410 7.00514
H: 4.36804 -5.10562 5.45320
H: 2.63288 -6.97041 5.45261
H: 1.70370 -6.50330 3.32658
H: 3.28824 -5.74774 3.30469
H: 3.47903 -3.53365 3.14851
H: 2.39430 -2.87155 4.41770
H: 2.03552 -2.59688 2.71534
H: 0.37126 -6.32015 5.51887
H: 0.73394 -4.75880 5.62685
C: 2.98613 5.98443 -5.38013
C: 2.16223 4.73023 -5.10295
C: 2.21497 3.69337 -6.24731
O: 1.39714 4.02113 -7.37515
C: 1.99947 4.92240 -8.29282
N: 0.77990 5.12526 -4.79471
H: 2.50932 6.65159 -6.10301
H: 3.12166 6.56140 -4.45902
H: 3.98121 5.72546 -5.75708
H: 2.58969 4.25513 -4.21110
H: 1.81483 2.74714 -5.86251
H: 3.24551 3.48763 -6.56032
H: 3.07984 4.77053 -8.37408
H: 1.77770 5.95119 -8.00487
H: 1.55165 4.75300 -9.27587
H: 0.25639 4.29261 -4.52165
H: 0.34135 5.40596 -5.67674

The lowest unoccupied orbital energy is -4.58 eV. Its HOMO energy is -10.93 eV. The charge is +1. The frontier orbital gap is 6.360 eV.

Here is a cluster of 8 separate species, C11H29N7O17S in total from the OMol25 dataset. Energies are from ωB97M-V/def2-TZVPD.

Atoms and positions in Å:
C: -1.22732 -5.09462 3.91332
N: -0.39506 -3.89674 3.58129
O: -0.99979 -2.92072 3.17600
O: 0.79240 -3.91876 3.82274
H: -2.21297 -4.92677 3.49057
H: -1.26835 -5.13741 4.99644
H: -0.84649 -6.00518 3.46054
C: -0.46567 2.42453 -3.62980
N: -1.52421 1.95879 -4.56281
O: -2.67480 2.17964 -4.27108
O: -1.14874 1.38787 -5.57144
H: -0.46824 3.51604 -3.66114
H: 0.49611 2.14048 -4.03417
H: -0.81060 2.13618 -2.64410
C: -2.36831 0.51152 4.11605
N: -2.51191 0.99550 5.50501
O: -3.63304 0.86519 5.96238
O: -1.59437 1.48288 6.10377
H: -2.05277 -0.52583 4.03814
H: -1.63917 1.13361 3.60055
H: -3.32315 0.62177 3.61621
C: 3.98332 3.43830 -3.24602
N: 2.64158 3.65801 -2.68672
O: 2.17436 2.90317 -1.85776
O: 2.02509 4.59932 -3.15801
H: 4.48464 4.39588 -3.35842
H: 3.92348 3.00826 -4.24083
H: 4.53212 2.83560 -2.52601
C: 1.82210 -2.64525 1.03864
N: 1.96190 -3.55113 -0.12526
O: 1.09072 -3.49263 -0.97969
O: 2.91082 -4.31797 -0.15248
H: 1.84620 -1.64139 0.63770
H: 2.46004 -3.02837 1.82886
H: 0.84089 -2.82781 1.47682
C: -5.46202 -0.84294 -4.03074
N: -4.63297 -2.09413 -4.23355
O: -3.50605 -2.00546 -4.66077
O: -5.17960 -3.13571 -3.93081
H: -5.16350 -0.51326 -3.03950
H: -6.46550 -1.24476 -4.06791
H: -5.20621 -0.11584 -4.79193
O: -3.71382 -0.87342 -1.10264
S: -2.86110 0.15241 -0.62380
O: -3.23303 1.53694 -0.72919
O: -2.31089 -0.10926 0.90295
C: -0.87953 -0.01011 0.86619
C: -0.37601 0.44498 -0.47900
O: -1.44223 -0.02551 -1.32531
H: -0.57972 0.64782 1.68170
H: -0.48126 -0.97276 1.18865
H: 0.54331 -0.03184 -0.82003
H: -0.10418 1.50054 -0.57372
C: 4.21640 2.51027 1.02644
N: 3.65777 1.27187 1.56941
C: 4.21464 0.02133 1.07040
C: 2.44998 1.34478 2.15351
O: 1.67371 0.43667 2.40494
H: 4.26080 3.24881 1.82939
H: 3.59283 2.91900 0.23017
H: 5.23133 2.37800 0.66424
H: 3.60563 -0.33930 0.23067
H: 5.26053 -0.00415 0.80067
H: 3.94591 -0.74250 1.80585
H: 2.12399 2.38557 2.32439

The lowest unoccupied orbital energy is -0.83 eV. Its HOMO energy is -10.28 eV. The charge is 0. The SMILES is C[N+](=O)[O-].C[N+](=O)[O-].C[N+](=O)[O-].C[N+](=O)[O-].C[N+](=O)[O-].C[N+](=O)[O-].O=S1(=O)OCCO1.CN(C)C=O. The energy above the lowest of the compared OMol25 structures with the same formula, charge and spin is 1.0664 eV. The frontier orbital gap is 9.442 eV.